1.
Computed, not measured: a molecular structure, C25H40MoOSTe, with wB97M-V/def2-TZVPD.

Its charge is +2. Its HOMO energy (alpha / beta) is -13.84 / -13.93 eV. For the HOMO-LUMO gap (alpha / beta), the calculation gives 0.2620 / 0.2277 hartree.

Atoms and positions in Å:
Mo 0.06088 0.52684 -0.52689
C 0.31344 -0.58829 1.42018
C 1.57065 0.07659 1.24049
C 1.33486 1.46394 1.25814
C -0.08147 1.68222 1.43124
C -0.70674 0.40274 1.58937
C -2.12599 0.13773 1.98816
C -0.72165 3.02343 1.60482
C 2.38158 2.52950 1.25040
C 2.90201 -0.60106 1.23615
C 0.13892 -2.06852 1.52839
H -2.52941 -0.75082 1.50402
H -2.77444 0.98506 1.77126
H -2.17642 -0.03886 3.06472
H -0.31995 3.76088 0.90991
H -0.53166 3.39307 2.61481
H -1.80029 2.98099 1.47078
H 2.70570 2.68303 2.28300
H 2.00566 3.48526 0.88628
H 3.25460 2.25369 0.66179
H 3.69050 0.06108 0.88461
H 2.90181 -1.49838 0.62220
H 3.14742 -0.90268 2.25812
H -0.89134 -2.37024 1.34571
H 0.40437 -2.39308 2.53747
H 0.78624 -2.59691 0.82976
C 5.42212 4.76592 -2.80013
C 4.59788 3.52356 -2.60747
C 3.23072 3.59644 -2.35852
C 2.48440 2.44051 -2.19257
C 1.01913 2.55207 -1.94335
C 3.09750 1.18390 -2.26636
Te 1.86837 -0.50131 -2.08152
C 4.46827 1.08088 -2.52674
C 5.21167 -0.22737 -2.62135
C 5.18562 2.26503 -2.67775
H 4.80703 5.66322 -2.78194
H 5.95160 4.73314 -3.75255
H 6.17567 4.85105 -2.01566
H 2.75119 4.56786 -2.30843
H 0.67284 3.58514 -1.86883
H 0.77396 2.26080 -0.86965
H 0.40081 2.03606 -2.68728
H 4.56488 -1.07221 -2.84762
H 5.72759 -0.44220 -1.68312
H 5.97075 -0.17101 -3.40008
H 6.25198 2.19674 -2.86797
C -1.68328 -1.40900 -4.52933
C -2.95341 -2.02576 -3.94753
C -2.79406 -2.64455 -2.56291
S -2.56069 -1.57926 -1.14062
O -1.19936 -0.88567 -1.40526
C -3.85158 -0.33270 -1.35797
C -3.48788 0.91985 -2.15884
C -2.62849 1.91946 -1.38885
H -1.90298 -0.92127 -5.47834
H -0.93560 -2.17995 -4.72200
H -1.23480 -0.67285 -3.86150
H -3.28077 -2.84283 -4.59332
H -3.77940 -1.31158 -3.95099
H -1.93204 -3.31549 -2.50942
H -3.67363 -3.22797 -2.27025
H -4.16035 -0.06946 -0.34508
H -4.68019 -0.87879 -1.81373
H -4.43644 1.39821 -2.40715
H -3.01730 0.65991 -3.10632
H -2.90355 1.95897 -0.33518
H -2.71207 2.92418 -1.80102
H -1.56037 1.67699 -1.47982

Atomic forces in eV per Å
-0.12 0.40 0.25
0.02 -0.11 -0.17
-0.01 -0.29 0.03
-0.32 0.10 -0.11
0.14 0.01 -0.13
0.00 -0.11 -0.18
0.02 0.02 0.07
0.01 0.02 0.08
-0.03 0.03 -0.04
-0.01 0.05 0.05
0.02 0.00 0.06
0.01 -0.01 0.02
0.00 -0.01 -0.01
-0.01 0.02 0.00
0.00 0.00 0.00
-0.02 0.01 0.00
0.00 0.01 0.00
0.04 0.03 -0.02
-0.02 -0.03 -0.02
-0.01 -0.01 -0.03
0.01 0.00 -0.04
0.01 -0.08 0.01
0.01 0.03 -0.02
0.01 0.00 0.00
-0.01 -0.02 -0.01
0.00 -0.02 0.00
-0.03 -0.08 0.03
0.08 0.08 -0.01
-0.03 -0.07 0.00
-0.05 0.15 0.01
-0.30 0.17 0.32
-0.12 -0.13 -0.10
0.33 -0.25 0.03
0.24 -0.02 -0.04
-0.02 0.10 0.00
0.07 -0.12 -0.02
-0.01 -0.01 0.00
-0.01 -0.01 0.00
0.00 0.00 0.00
-0.03 -0.04 0.00
0.07 0.02 -0.21
0.08 0.15 0.04
0.06 0.07 0.12
-0.01 0.00 -0.01
-0.02 -0.01 0.01
0.00 0.00 0.01
-0.03 0.01 -0.01
-0.03 -0.03 0.00
0.03 0.00 0.00
0.02 -0.04 -0.08
0.05 -0.02 0.09
0.01 0.03 0.01
-0.01 0.04 -0.01
0.01 -0.05 0.05
-0.21 -0.12 0.01
0.01 -0.03 0.00
0.01 0.01 0.03
-0.03 0.03 -0.01
-0.02 0.01 -0.02
0.01 0.01 0.03
-0.03 -0.02 -0.01
0.02 0.00 -0.02
-0.01 0.03 -0.01
-0.01 0.01 0.00
0.00 0.02 -0.01
0.00 0.00 0.00
0.02 0.05 -0.01
0.01 0.00 -0.01
0.12 0.04 0.00


2.
Computed, not measured: a molecular structure, C5H12N2 at a distorted geometry, with wB97M-V/def2-TZVPD.

Its HOMO energy is -6.75 eV. For the HOMO-LUMO gap, the calculation gives 0.2855 hartree.

Atoms and positions in Å:
C -0.41571 0.28757 -1.29987
C -0.26553 1.17780 -0.06761
C 1.08560 1.85191 0.03690
C -0.19223 -1.03655 -0.63242
N 1.10459 -1.44525 -0.41963
N -0.83031 -1.74588 1.49283
C -1.18689 -1.51105 0.20250
H 1.81890 -1.09124 -1.03120
H 1.24772 -2.09126 0.34389
H -0.35167 -0.51182 1.81822
H -1.62560 -1.99047 2.07443
H 0.31061 0.48854 -2.09216
H -1.41838 0.34667 -1.72380
H -2.20353 -1.19364 -0.01347
H -1.09350 1.88044 -0.00003
H -0.27854 0.51858 1.12618
H 1.30514 2.45112 -0.85054
H 1.86610 1.09289 0.13944
H 1.12322 2.52167 0.89632

Atomic forces in eV per Å
-0.04 -0.74 0.05
0.37 -0.61 2.14
0.03 0.22 -0.15
-0.56 -1.32 0.59
-0.70 0.79 0.07
1.86 1.83 1.43
-0.19 1.14 -1.71
0.18 -0.31 0.37
0.37 0.10 -0.32
-1.38 -3.38 0.05
0.21 0.32 0.13
0.05 0.18 0.03
0.03 -0.03 0.07
-0.06 0.20 -0.11
0.00 -0.02 0.21
-0.26 1.58 -2.90
0.01 -0.02 -0.06
-0.01 0.15 0.03
0.08 -0.08 0.07


3.
Computed, not measured: 5 unconnected molecules or ions with the total composition C5H22N2O4S at a distorted geometry, with wB97M-V/def2-TZVPD.

Its SMILES is CNCCNCCS.O.O.O.O. Its HOMO energy is -9.40 eV. For the HOMO-LUMO gap, the calculation gives 0.3584 hartree.

Atoms and positions in Å:
C -1.36884 -0.81233 -0.74186
N -0.11919 -1.41815 -0.23069
C 1.20476 -1.22087 -0.83665
C 1.35150 -1.35922 -2.33793
S 0.95287 0.10548 -3.35275
C -1.71519 0.49156 -0.02343
N -0.77454 1.63922 -0.23726
C -1.09765 2.46424 -1.39464
H -2.14140 -1.54831 -0.52928
H -1.34700 -0.58742 -1.79888
H -0.26928 -2.42216 -0.29372
H 1.56894 -0.22698 -0.54177
H 1.91462 -1.82391 -0.26615
H 0.91049 -2.29184 -2.69905
H 2.37942 -1.49034 -2.68088
H -0.38757 0.08488 -3.34769
H -1.69731 0.33837 1.05271
H -2.68865 0.82833 -0.37125
H 0.05040 1.07732 -0.40551
H -0.64643 3.45496 -1.28373
H -2.12231 2.83824 -1.28956
H -0.92556 1.95075 -2.33626
H -0.85996 -3.42930 2.26077
H -2.22954 -2.81350 2.17059
O -1.73843 -3.60427 1.92268
H 1.40459 3.01219 0.70582
H 1.53125 3.54606 2.08880
O 2.06650 3.40875 1.29314
H 2.40008 2.10109 2.52789
H 2.05153 0.62159 2.76247
O 2.53488 1.36032 3.14861
H -0.25990 -1.22494 1.58539
H 0.41189 -1.76331 2.91449
O -0.34497 -1.28651 2.56561

Atomic forces in eV per Å
0.49 0.75 0.42
0.05 -1.16 -0.39
0.29 1.67 0.65
0.18 -0.45 -0.67
-0.15 -0.15 0.03
0.07 0.84 0.18
-0.20 -1.38 0.06
-0.54 0.71 0.88
-0.18 0.07 -0.14
-0.03 -0.34 -0.45
-0.13 0.06 0.31
-0.15 0.12 -0.30
-0.19 -0.61 -0.34
-0.51 0.26 -0.09
0.30 0.05 0.65
0.11 -0.14 -0.01
-0.45 -0.23 0.11
-0.32 -0.13 0.29
0.80 0.90 -0.25
0.97 -0.40 -0.51
-0.34 -0.83 -0.22
-0.04 0.50 -0.30
0.03 0.16 0.12
0.16 -0.01 0.08
-0.42 -0.39 -0.35
0.14 0.04 -0.14
0.07 0.46 -0.10
-0.66 -0.12 0.15
0.40 -0.63 0.04
-0.06 0.12 0.08
-0.10 0.07 -0.04
0.41 -0.28 0.16
0.17 0.13 -0.12
-0.16 0.36 0.23


4.
Computed, not measured: 3 unconnected molecules or ions with the total composition C3H12O2S2 at a distorted geometry, with wB97M-V/def2-TZVPD.

Its SMILES is CCSSC.O.O. Its HOMO energy is -8.88 eV. For the HOMO-LUMO gap, the calculation gives 0.3524 hartree.

Atoms and positions in Å:
C -3.44626 0.66389 -1.69178
C -2.34602 0.82706 -0.67535
S -0.84127 -0.20658 -0.84856
S 0.40162 0.68425 0.52309
C -0.08695 -0.16029 2.06558
H -3.03802 0.64328 -2.70151
H -4.03779 -0.22936 -1.49177
H -4.05848 1.56105 -1.60774
H -2.64842 0.81542 0.37441
H -1.98238 1.86256 -0.75374
H 0.78085 -0.71693 2.42405
H -0.82386 -0.94176 1.91217
H -0.37772 0.64576 2.72841
H 0.48373 -3.50937 -3.30320
H 0.22444 -2.85270 -2.01157
O 0.11939 -3.69840 -2.42972
H 5.71349 2.67819 3.17133
H 6.43266 1.34266 3.24345
O 5.61128 1.74550 3.06948

Atomic forces in eV per Å
0.10 -0.30 0.25
1.00 1.50 0.63
-0.17 0.10 -0.09
-0.47 -0.56 -0.39
0.85 -0.12 -0.19
-0.05 -0.14 -0.03
-0.10 0.06 -0.25
-0.30 -0.18 -0.07
-0.40 -0.59 -0.14
0.17 -0.26 -0.24
0.10 0.40 0.26
-0.47 0.42 -0.20
-0.23 -0.37 0.44
-0.09 -0.34 -0.04
-0.11 0.65 0.71
0.16 -0.28 -0.65
0.26 0.86 0.13
1.54 -0.57 0.34
-1.80 -0.29 -0.47


5.
Computed, not measured: 2 unconnected molecules or ions with the total composition C3H2NOP at a distorted geometry, with wB97M-V/def2-TZVPD.

Its spin multiplicity is 3. Its HOMO energy (alpha / beta) is -9.23 / -9.43 eV. For the HOMO-LUMO gap (alpha / beta), the calculation gives 0.3174 / 0.3054 hartree.

Atoms and positions in Å:
C 0.39709 -0.36725 -0.59780
C 0.03114 -0.50498 0.60812
C 1.01373 -2.33031 -1.75121
N 0.35586 -1.35369 -1.57573
O 1.62004 -3.23643 -2.18742
P -0.12424 -3.45592 0.88558
H 0.93077 0.51241 -1.10094
H -0.12133 -0.06771 1.55760

Atomic forces in eV per Å
1.93 1.83 -2.80
-0.90 -1.61 1.90
1.28 -1.61 -1.88
-0.86 0.19 0.15
-0.41 0.33 0.82
-0.09 0.89 0.12
-1.06 -0.49 1.30
0.11 0.48 0.39


6.
Computed, not measured: a single C4H7NO molecule at a distorted geometry, with wB97M-V/def2-TZVPD.

Its SMILES is CCOCC#N. Its HOMO energy is -10.79 eV. For the HOMO-LUMO gap, the calculation gives 0.4274 hartree.

Atoms and positions in Å:
C 1.56561 0.33207 0.87072
C 0.53451 0.76838 -0.16188
O -0.79367 0.59910 0.33095
C -1.35222 -0.64619 0.03356
C -1.76060 -0.74296 -1.39024
N -2.06247 -0.78913 -2.50621
H 1.43179 -0.71901 1.15218
H 2.58180 0.44745 0.47856
H 1.47692 0.94219 1.77522
H 0.65263 0.22378 -1.11017
H 0.63771 1.83490 -0.38501
H -2.24050 -0.76797 0.65921
H -0.67152 -1.48262 0.25312

Atomic forces in eV per Å
-0.01 -0.01 0.02
0.23 0.06 -0.07
-0.05 0.02 0.03
-0.09 -0.17 0.05
-0.25 -0.02 -1.02
0.31 0.01 1.16
0.02 0.16 -0.06
-0.16 -0.01 0.01
-0.01 -0.11 -0.14
0.01 0.08 0.15
-0.01 -0.17 0.05
0.09 0.02 -0.11
-0.08 0.14 -0.05


7.
Computed, not measured: a single C4H2F2O molecule at a distorted geometry, with wB97M-V/def2-TZVPD.

Its SMILES is Fc1coc(F)c1. Its HOMO energy is -8.91 eV. For the HOMO-LUMO gap, the calculation gives 0.3531 hartree.

Atoms and positions in Å:
C 0.78536 0.30284 -0.32731
C 0.32913 -0.81896 -0.88954
C -0.93714 -0.19688 0.82907
C 0.04796 0.82720 0.76658
H 0.65244 -1.48288 -1.77517
H 0.12784 1.85407 1.21717
O -0.79509 -1.16495 -0.21115
F 1.95109 0.75238 -0.84736
F -2.16161 -0.07282 1.23771

Atomic forces in eV per Å
2.55 0.38 -1.27
-0.54 -1.46 -0.95
1.71 1.32 -2.80
-1.50 -1.78 -0.47
-0.47 1.36 1.98
-0.24 -1.69 -0.30
-0.90 1.52 2.38
0.00 0.92 0.56
-0.62 -0.56 0.86


Calculated energy above the lowest of the compared OMol25 structures with the same formula, charge and spin, 0.0 380.6 198.2 78.8 0.0 151.4 100.9 kJ/mol (same order as the records).